Model w:
A 2-piece molecular cluster, C7H13N4 overall. Source: OMol25; level of theory: the ωB97M-V functional and the def2-TZVPD basis.

* HOMO-LUMO gap (alpha / beta): 5.612 / 7.726 eV
* total charge: +1

Each atom is followed by the atoms it is bonded to, with distances in Å.
Cartesian coordinates (Å):
1 C 0.174 -0.504 -0.380  C2 1.458, N8 1.356
2 C -0.615 -1.336 0.520  C1 1.458, C4 1.356, N9 1.422
3 C -0.810 -2.194 -1.473  C6 1.503, N8 1.350, N9 1.288
4 C -0.688 -1.055 1.845  C2 1.356, H12 1.086, H13 1.059
5 C 0.015 2.048 -0.285  N11 1.239, H14 1.082
6 C -1.056 -3.227 -2.536  C3 1.503, H15 1.168, H16 1.099, H17 1.043
7 C 1.770 2.776 1.367  N10 1.413, N11 1.533, H18 1.024, H19 1.103
8 N -0.005 -1.115 -1.578  C1 1.356, C3 1.350, H24 1.048
9 N -1.277 -2.310 -0.277  C2 1.422, C3 1.288, H20 1.011
10 N 1.157 4.004 1.704  C7 1.413, H21 1.006, H22 1.049
11 N 0.989 1.829 0.449  C5 1.239, C7 1.533, H23 1.105
12 H -0.936 -1.803 2.591  C4 1.086
13 H -0.064 -0.252 2.140  C4 1.059
14 H -0.547 2.948 -0.498  C5 1.082
15 H -1.977 -2.974 -3.208  C6 1.168
16 H -1.582 -4.005 -1.964  C6 1.099
17 H -0.254 -3.525 -3.133  C6 1.043
18 H 2.730 2.946 1.054  C7 1.024
19 H 1.688 2.164 2.281  C7 1.103
20 H -1.751 -3.119 0.099  N9 1.011
21 H 1.102 4.857 1.174  N10 1.006
22 H 0.177 3.909 2.066  N10 1.049
23 H 1.201 0.745 0.446  N11 1.105
24 H 0.559 -0.808 -2.406  N8 1.048

=====

Model x:
An isolated ion of composition C7H13N4 and charge +1. Source: OMol25; level of theory: the ωB97M-V functional and the def2-TZVPD basis.

* HOMO-LUMO gap: 9.073 eV
* SMILES string: CCC[C@H](C#N)N=[N+]=NCC
* total charge: +1

Each atom is followed by the atoms it is bonded to, with distances in Å.
Cartesian coordinates (Å):
1 C 0.232 -1.617 -0.859  C2 1.467, N10 1.151
2 C 0.850 -1.507 0.466  C1 1.467, C5 1.507, N8 1.467, H12 1.124
3 C 3.731 0.948 -0.316  C6 1.543, H13 1.029, H14 1.149, H15 1.029
4 C -3.966 1.223 -0.146  C7 1.551, H16 1.129, H17 1.166, H18 1.107
5 C 2.154 -0.761 0.576  C2 1.507, C6 1.513, H19 1.055, H20 1.043
6 C 2.250 0.529 -0.209  C3 1.543, C5 1.513, H21 1.175, H22 1.073
7 C -3.329 -0.184 -0.007  C4 1.551, N11 1.401, H23 1.045, H24 1.129
8 N -0.064 -0.588 1.154  C2 1.467, N9 1.171
9 N -1.114 -0.231 0.777  N8 1.171, N11 1.173
10 N -0.705 -1.475 -1.512  C1 1.151
11 N -1.933 -0.068 -0.047  C7 1.401, N9 1.173
12 H 0.952 -2.584 0.772  C2 1.124
13 H 4.094 1.023 0.645  C3 1.029
14 H 3.976 1.955 -0.813  C3 1.149
15 H 4.170 0.268 -0.951  C3 1.029
16 H -4.856 1.358 -0.827  C4 1.129
17 H -4.268 1.642 0.899  C4 1.166
18 H -3.076 1.733 -0.562  C4 1.107
19 H 2.316 -0.603 1.606  C5 1.055
20 H 2.941 -1.370 0.266  C5 1.043
21 H 1.607 0.415 -1.186  C6 1.175
22 H 1.615 1.182 0.358  C6 1.073
23 H -3.830 -0.572 0.825  C7 1.045
24 H -3.748 -0.716 -0.910  C7 1.129

=====

Model y:
An isolated ion of composition C7H13N4 and charge +1. Source: OMol25; level of theory: the ωB97M-V functional and the def2-TZVPD basis.

* HOMO-LUMO gap: 7.497 eV
* total charge: +1

Each atom is followed by the atoms it is bonded to, with distances in Å.
Cartesian coordinates (Å):
1 C 0.870 2.337 0.310  C2 1.362, N8 1.328, H12 1.071
2 C -0.214 1.512 0.298  C1 1.362, N9 1.185
3 C 2.460 0.967 -0.955  N8 1.410, N10 1.483, H13 1.052, H14 1.058
4 C -2.583 0.987 0.504  C6 1.542, N9 1.258, H15 1.143
5 C 1.040 -0.806 0.079  C7 1.420, N10 1.330, N11 1.337
6 C -3.144 -0.195 -0.312  C4 1.542, H16 1.165, H17 1.094, H18 1.091
7 C 1.687 -0.849 1.342  C5 1.420, H19 1.137, H20 1.119, H21 1.098
8 N 2.099 1.992 -0.058  C1 1.328, C3 1.410
9 N -1.373 1.328 0.459  C2 1.185, C4 1.258
10 N 1.566 -0.215 -0.991  C3 1.483, C5 1.330, H22 1.072
11 N 0.013 -1.632 -0.143  C5 1.337, H23 1.022, H24 1.103
12 H 0.765 3.235 0.883  C1 1.071
13 H 2.482 1.491 -1.867  C3 1.052
14 H 3.453 0.689 -0.720  C3 1.058
15 H -3.264 1.344 1.350  C4 1.143
16 H -2.255 -0.869 -0.649  C6 1.165
17 H -3.672 0.269 -1.150  C6 1.094
18 H -3.804 -0.692 0.401  C6 1.091
19 H 2.529 -0.117 1.563  C7 1.137
20 H 2.221 -1.819 1.504  C7 1.119
21 H 0.953 -0.848 2.158  C7 1.098
22 H 1.008 -0.585 -1.829  N10 1.072
23 H -0.556 -1.960 0.641  N11 1.022
24 H -0.581 -1.668 -1.072  N11 1.103

=====

Stability summary: most stable model y, least stable model x.

=====

Model w:
The molecule C5H9NS. Source: OMol25; level of theory: the ωB97M-V functional and the def2-TZVPD basis.

* HOMO-LUMO gap: 9.674 eV
* SMILES string: C[C@H]1NC[C@H]2S[C@H]12

Each atom is followed by the atoms it is bonded to, with distances in Å.
Cartesian coordinates (Å):
1 C 1.372 -1.403 -0.236  C2 1.457, H6 1.280, H7 1.195, H8 1.079
2 C 0.286 -0.630 0.353  C1 1.457, C5 1.477, H9 1.153, N15 1.563
3 C -0.456 1.548 -0.355  C4 1.600, H11 1.210, H12 1.052, N15 1.456
4 C -1.590 0.658 0.340  C3 1.600, C5 1.503, H13 1.072, S16 1.818
5 C -1.044 -0.594 -0.287  C2 1.477, C4 1.503, H14 1.059, S16 1.813
6 H 1.373 -2.534 0.363  C1 1.280
7 H 2.317 -0.777 0.143  C1 1.195
8 H 1.455 -1.416 -1.311  C1 1.079
9 H 0.097 -0.677 1.489  C2 1.153
10 H 1.314 1.182 0.874  N15 1.071
11 H -0.218 2.687 -0.024  C3 1.210
12 H -0.611 1.661 -1.389  C3 1.052
13 H -1.346 0.497 1.371  C4 1.072
14 H -0.856 -0.429 -1.316  C5 1.059
15 N 0.748 0.829 0.036  C2 1.563, C3 1.456, H10 1.071
16 S -2.842 -0.601 -0.052  C4 1.818, C5 1.813

=====

Model x:
A 2-piece molecular cluster, C5H9NS overall. Source: OMol25; level of theory: the ωB97M-V functional and the def2-TZVPD basis.

* HOMO-LUMO gap: 9.042 eV

Each atom is followed by the atoms it is bonded to, with distances in Å.
Cartesian coordinates (Å):
1 C -2.206 -1.653 1.021  N6 1.153
2 C 2.151 -0.054 1.501  C3 1.352, H8 1.019, H9 1.129
3 C 1.075 -0.226 0.701  C2 1.352, S7 1.718, H10 1.112
4 C -2.596 -1.481 -1.447  N6 1.363, H11 1.166, H12 1.076, H13 1.134
5 C 1.248 2.376 0.013  S7 1.881, H14 1.039, H15 1.066, H16 0.997
6 N -2.332 -1.683 -0.125  C1 1.153, C4 1.363
7 S 0.456 0.767 -0.556  C3 1.718, C5 1.881
8 H 2.846 0.691 1.489  C2 1.019
9 H 2.415 -1.039 1.984  C2 1.129
10 H 0.524 -1.190 0.653  C3 1.112
11 H -1.678 -0.919 -1.895  C4 1.166
12 H -3.572 -1.052 -1.595  C4 1.076
13 H -2.498 -2.385 -2.125  C4 1.134
14 H 2.264 2.275 -0.175  C5 1.039
15 H 1.097 2.469 1.064  C5 1.066
16 H 0.806 3.104 -0.507  C5 0.997

=====

Stability summary: most stable model x, least stable model w.